# 1
Below is a molecular structure, C25H18Br2ClF6MnN5O5S2 in a non-equilibrium geometry, with properties calculated with ωB97M-V/def2-TZVPD.

The geometry in ORCA input format:
```
! RIJCOSX wB97M-V def2-TZVPD def2/J DEFGRID3
* xyz 0 2
Mn -0.202 -0.122 0.744
F 3.978 -1.165 2.375
C 3.718 -2.307 1.747
F 4.156 -3.323 2.473
F 4.313 -2.306 0.561
S 1.920 -2.480 1.479
O 1.572 -1.202 0.837
O 1.732 -3.672 0.728
N 1.386 -2.604 2.960
S 0.288 -1.685 3.579
O -0.616 -1.129 2.551
O -0.334 -2.284 4.708
C 1.207 -0.267 4.290
F 1.638 0.558 3.335
F 0.388 0.403 5.099
F 2.243 -0.721 4.973
Br -5.256 3.769 -0.298
C -4.107 2.299 -0.036
C -4.110 1.632 1.178
C -3.182 0.623 1.341
N -2.308 0.266 0.401
C -2.359 0.873 -0.786
C -3.247 1.918 -1.041
C -1.336 0.431 -1.761
C -1.561 0.524 -3.091
C -0.431 0.184 -3.936
Br -0.547 0.674 -5.765
C 0.658 -0.403 -3.459
C 0.661 -0.888 -2.019
N -0.216 -0.056 -1.180
H -4.784 1.902 1.978
H -3.129 0.066 2.271
H -3.225 2.422 -1.996
H -2.489 0.893 -3.499
H 1.504 -0.626 -4.095
H 1.666 -0.791 -1.612
N -1.772 6.755 1.120
C -1.235 6.028 2.134
O -1.051 6.455 3.252
C -0.859 4.610 1.784
C -0.301 4.268 0.565
C 0.049 2.949 0.339
N -0.149 1.991 1.238
C -0.695 2.323 2.415
C -1.040 3.620 2.738
H -2.087 7.689 1.326
H -2.048 6.329 0.254
H -0.115 5.006 -0.204
H 0.504 2.640 -0.594
H -0.866 1.519 3.119
H -1.450 3.862 3.709
Cl -0.794 -5.204 -2.121
C 0.818 -4.714 -2.589
C 1.683 -5.693 -3.043
C 2.978 -5.350 -3.400
C 3.389 -4.032 -3.291
C 2.503 -3.064 -2.835
C 1.193 -3.376 -2.475
C 0.224 -2.353 -1.940
H 1.338 -6.717 -3.110
H 3.659 -6.113 -3.754
H 4.399 -3.751 -3.560
H 2.852 -2.042 -2.748
H 0.018 -2.600 -0.895
H -0.731 -2.442 -2.463
*
```

The calculation puts the HOMO-LUMO gap (spin up / spin down) at 6.48 / 6.59 eV. The calculation puts the HOMO energy (spin up / spin down) at -7.30 / -7.43 eV. As for the expectation value of S²: 0.79. The value obtained for the total energy is -9768.25955 hartree.


# 2
Below is a single C4H4N4 molecule in a non-equilibrium geometry, with properties calculated with ωB97M-V/def2-TZVPD.

The geometry in ORCA input format:
```
! RIJCOSX wB97M-V def2-TZVPD def2/J DEFGRID3
* xyz 0 1
C -3.788 -0.347 0.055
C -0.002 -0.499 0.031
C -2.463 -0.384 0.001
C 2.308 0.271 -0.010
N -4.940 -0.206 -0.033
N -1.283 -0.518 0.147
N 0.532 1.808 -0.083
N 0.830 0.647 0.029
H 0.495 -1.373 -0.101
H 2.947 0.951 0.531
H 2.597 -0.565 0.455
H 2.766 0.216 -1.022
*
```

The calculation puts the HOMO-LUMO gap (spin up / spin down) at 7.24 / 7.24 eV. The calculation puts the HOMO energy (spin up / spin down) at -8.27 / -8.27 eV. As for the energy above the lowest of the compared OMol25 structures with the same formula, charge and spin: 146.0 kcal per mole. The value obtained for the total energy is -373.61223 hartree.


# 3
Below is 2 unconnected molecules or ions with the total composition C5H11N3O in a non-equilibrium geometry, with properties calculated with ωB97M-V/def2-TZVPD.

The geometry in ORCA input format:
```
! RIJCOSX wB97M-V def2-TZVPD def2/J DEFGRID3
* xyz 0 1
C -2.986 0.607 -0.498
C -1.959 -1.387 0.108
C 0.322 1.142 0.557
C 1.492 0.224 0.433
C 2.695 0.256 -0.364
H -3.924 0.772 -1.370
H -3.160 1.499 0.369
H -2.036 0.925 -1.162
H -2.231 -2.463 0.457
H -0.097 -2.087 0.187
H -0.099 1.196 1.632
H 0.024 2.026 -0.002
H 1.816 -0.381 1.259
H 2.578 0.740 -1.347
H 3.456 1.013 0.177
H 4.593 -1.138 -0.043
N -3.131 -0.689 0.019
N -0.588 -1.121 0.240
N 0.170 0.032 -0.263
O 3.064 -1.165 -0.390
*
```

The calculation puts the HOMO-LUMO gap at 6.96 eV. The calculation puts the HOMO energy at -8.20 eV. As for the energy above the lowest of the compared OMol25 structures with the same formula, charge and spin: 218.7 kcal per mole. The value obtained for the total energy is -436.29854 hartree.


# 4
Below is a single C6H12O molecule in a non-equilibrium geometry, with properties calculated with ωB97M-V/def2-TZVPD.

The geometry in ORCA input format:
```
! RIJCOSX wB97M-V def2-TZVPD def2/J DEFGRID3
* xyz 0 1
C 1.904 -0.875 0.087
C 1.293 0.516 -0.671
C 0.165 1.028 0.271
C -1.217 1.172 -0.364
C -1.885 -0.205 -0.102
C -0.828 -1.012 0.622
O -0.224 -0.050 1.453
H 1.586 -0.740 1.131
H 1.745 -1.968 -0.116
H 2.955 -0.709 -0.045
H 2.169 1.195 -0.678
H 0.980 0.470 -1.742
H 0.510 1.839 0.904
H -1.759 1.974 0.142
H -1.228 1.404 -1.438
H -2.206 -0.706 -1.014
H -2.742 -0.057 0.557
H -1.185 -1.955 1.067
H -0.034 -1.320 -0.065
*
```

The calculation puts the HOMO-LUMO gap at 10.57 eV. The calculation puts the HOMO energy at -9.49 eV. As for the energy above the lowest of the compared OMol25 structures with the same formula, charge and spin: 57.7 kcal per mole. The value obtained for the total energy is -310.96728 hartree. The SMILES is CC[C@H]1CCCO1.


# 5
Below is a molecular structure, C46H32Br4N5O5PW in a non-equilibrium geometry, with properties calculated with ωB97M-V/def2-TZVPD.

The geometry in ORCA input format:
```
! RIJCOSX wB97M-V def2-TZVPD def2/J DEFGRID3
* xyz 0 1
W 0.457 0.711 0.082
C -1.381 -0.304 -3.857
C -0.412 -0.113 -2.738
N -0.764 0.104 -1.487
N -2.112 0.078 -1.226
C -2.295 0.042 0.060
O -1.303 -0.055 0.890
C -3.653 0.184 0.612
C -4.766 0.324 -0.214
C -6.012 0.545 0.346
C -6.151 0.641 1.727
C -5.042 0.500 2.549
C -3.794 0.267 1.992
C 0.983 -0.217 -2.888
C 1.616 -0.432 -4.126
C 2.971 -0.573 -4.176
C 3.698 -0.527 -2.976
C 3.022 -0.304 -1.806
N 1.690 -0.132 -1.733
H -2.387 -0.397 -3.463
H -1.140 -1.199 -4.437
H -1.353 0.558 -4.533
H -4.634 0.274 -1.287
H -6.877 0.662 -0.295
H -7.124 0.836 2.161
H -5.147 0.586 3.624
H -2.915 0.174 2.619
H 1.012 -0.472 -5.022
H 3.478 -0.726 -5.121
H 4.770 -0.661 -2.955
H 3.563 -0.275 -0.875
O 4.183 1.388 1.586
C 3.370 0.522 1.361
O 2.351 0.708 0.574
C 3.530 -0.880 1.887
C 4.695 -1.149 2.598
C 4.958 -2.423 3.067
C 4.048 -3.443 2.831
C 2.880 -3.177 2.139
C 2.606 -1.898 1.652
P 0.959 -1.629 0.907
C 0.842 -2.821 -0.462
C 1.951 -3.456 -1.010
C 1.817 -4.236 -2.152
C 0.576 -4.384 -2.753
C -0.534 -3.744 -2.215
C -0.402 -2.960 -1.079
C -0.130 -2.279 2.209
C -0.360 -1.427 3.291
C -1.153 -1.843 4.347
C -1.730 -3.109 4.324
C -1.498 -3.959 3.253
C -0.695 -3.549 2.195
H 5.383 -0.332 2.767
H 5.869 -2.623 3.617
H 4.243 -4.442 3.199
H 2.156 -3.968 1.985
H 2.926 -3.333 -0.553
H 2.687 -4.727 -2.573
H 0.473 -4.995 -3.641
H -1.505 -3.846 -2.686
H -1.268 -2.447 -0.675
H 0.072 -0.432 3.293
H -1.329 -1.173 5.180
H -2.364 -3.431 5.142
H -1.943 -4.946 3.237
H -0.520 -4.219 1.361
Br -4.378 4.821 3.036
C -2.820 3.793 2.763
C -2.042 3.377 3.835
Br -2.510 3.838 5.604
C -0.898 2.594 3.606
Br 0.202 1.953 5.000
C -0.550 2.234 2.319
O 0.481 1.474 1.991
C -1.327 2.667 1.238
O -0.914 2.247 0.042
C -2.454 3.431 1.456
Br -3.462 3.912 -0.062
N 2.834 3.877 -1.842
C 2.559 2.912 -0.947
N 1.343 2.458 -1.073
C 0.754 3.185 -2.119
C -0.527 3.155 -2.672
C -0.787 4.015 -3.719
C 0.185 4.900 -4.217
C 1.448 4.950 -3.670
C 1.703 4.078 -2.617
H 3.700 4.382 -1.899
H 3.261 2.577 -0.198
H -1.302 2.514 -2.276
H -1.779 4.020 -4.155
H -0.065 5.563 -5.035
H 2.202 5.635 -4.037
*
```

The calculation puts the HOMO-LUMO gap (spin up / spin down) at 5.89 / 5.86 eV. The calculation puts the HOMO energy (spin up / spin down) at -6.44 / -6.40 eV. As for the energy above the lowest of the compared OMol25 structures with the same formula, charge and spin: 0.8 kcal per mole. The value obtained for the total energy is -13126.81468 hartree.


# 6
Below is a single C4H4N2O molecule in a non-equilibrium geometry, with properties calculated with ωB97M-V/def2-TZVPD.

The geometry in ORCA input format:
```
! RIJCOSX wB97M-V def2-TZVPD def2/J DEFGRID3
* xyz 0 1
C 3.280 -0.169 0.152
C 2.802 1.477 -0.208
C 1.159 -0.169 -0.056
C -0.284 -0.589 0.016
N 2.142 -0.912 0.158
N 1.512 1.291 -0.246
O 4.405 -0.565 0.103
H -0.378 -1.685 -0.051
H -0.418 -0.483 1.145
H -1.122 0.102 -0.414
H 0.768 2.013 -0.495
*
```

The calculation puts the HOMO-LUMO gap at 8.09 eV. The calculation puts the HOMO energy at -8.82 eV. As for the energy above the lowest of the compared OMol25 structures with the same formula, charge and spin: 76.4 kcal per mole. The value obtained for the total energy is -339.45985 hartree.